# 1
ORCA calculation (ωB97M-V with the def2-TZVPD basis set) on a cluster of 12 separate species, C56H109Cl17N5O5 in total in a non-equilibrium geometry.

Summary:
electronic energy: -290392.848 eV
gap between HOMO and LUMO (spin up / spin down): 8.36 / 8.57 eV
LUMO (spin up / spin down): 0.0 / -0.9 eV
spin multiplicity: 6
HOMO energy (spin up / spin down): -8.4 / -9.5 eV

CARTESIAN COORDINATES (ANGSTROEM)
C  -0.398  -2.020  -3.823
C  0.725  -2.177  -4.898
C  1.183  -3.648  -4.793
C  2.118  -4.072  -6.012
C  1.161  -4.006  -7.219
C  0.625  -2.561  -7.448
N  0.180  -1.852  -6.236
O  -0.363  -0.484  -6.296
C  1.700  -1.784  -8.146
C  -0.581  -2.772  -8.384
C  1.897  -1.247  -4.364
H  -0.757  -0.999  -3.687
H  -0.196  -2.479  -2.855
H  -1.261  -2.628  -4.094
H  1.636  -3.770  -3.810
H  0.278  -4.253  -4.733
H  2.312  -5.126  -5.815
H  3.093  -3.621  -6.195
H  0.406  -4.789  -7.152
H  1.767  -4.319  -8.069
H  2.140  -2.269  -9.018
H  1.340  -0.863  -8.605
H  2.448  -1.367  -7.472
H  -1.336  -2.012  -8.586
H  -0.127  -3.189  -9.283
H  -1.232  -3.561  -8.008
H  1.427  -0.330  -4.007
H  2.571  -0.916  -5.154
H  2.338  -1.685  -3.469
C  5.648  5.048  5.699
C  5.565  3.538  5.343
C  4.051  3.253  5.393
C  3.794  1.828  5.128
C  4.403  1.419  3.733
C  6.045  1.618  3.713
N  6.223  3.046  4.105
O  7.509  3.609  3.740
C  6.817  0.524  4.581
C  6.334  1.224  2.215
C  6.266  3.007  6.658
H  6.682  5.383  5.783
H  4.947  5.296  6.495
H  5.300  5.518  4.779
H  3.629  3.370  6.391
H  3.565  3.812  4.593
H  2.741  1.564  5.032
H  4.167  1.148  5.894
H  3.990  1.962  2.883
H  4.205  0.350  3.657
H  7.511  0.967  5.296
H  6.140  -0.198  5.039
H  7.280  -0.192  3.902
H  5.732  1.926  1.638
H  7.382  1.337  1.938
H  6.019  0.193  2.060
H  5.671  3.296  7.524
H  7.224  3.527  6.627
H  6.322  1.919  6.696
C  5.560  -4.132  3.217
C  4.301  -3.727  2.380
C  4.002  -4.763  1.247
C  3.290  -6.081  1.812
C  2.036  -5.740  2.651
C  2.291  -4.641  3.763
N  3.059  -3.462  3.254
O  3.150  -2.332  4.177
C  0.808  -4.143  3.998
C  2.882  -5.382  4.994
C  4.669  -2.569  1.503
H  6.484  -4.112  2.639
H  5.508  -5.048  3.804
H  5.650  -3.358  3.979
H  3.324  -4.290  0.536
H  4.899  -5.131  0.749
H  4.118  -6.682  2.189
H  3.056  -6.727  0.966
H  1.662  -6.606  3.198
H  1.390  -5.586  1.787
H  0.196  -3.995  3.107
H  0.282  -4.929  4.540
H  0.731  -3.288  4.669
H  2.396  -5.250  5.961
H  3.150  -6.430  4.859
H  3.773  -4.867  5.354
H  4.817  -1.623  2.024
H  3.790  -2.332  0.903
H  5.580  -2.867  0.985
C  -0.378  2.959  -0.615
C  -0.489  1.381  -0.661
C  0.777  0.770  -1.324
C  2.004  0.783  -0.465
C  1.758  -0.130  0.742
C  0.325  0.097  1.509
N  -0.737  0.695  0.573
O  -2.090  0.853  1.035
C  -0.088  -1.296  1.951
C  0.525  1.026  2.679
C  -1.571  1.138  -1.839
H  0.321  3.262  0.164
H  -1.350  3.417  -0.429
H  0.100  3.449  -1.463
H  0.540  -0.184  -1.793
H  1.056  1.346  -2.207
H  2.175  1.782  -0.066
H  2.829  0.357  -1.036
H  2.539  0.070  1.475
H  1.952  -1.164  0.457
H  0.711  -2.002  2.181
H  -0.792  -1.307  2.783
H  -0.617  -1.768  1.123
H  0.811  2.069  2.545
H  -0.445  1.089  3.171
H  1.292  0.565  3.300
H  -2.303  1.945  -1.878
H  -2.097  0.186  -1.764
H  -1.162  1.256  -2.843
C  -5.677  1.203  -0.937
C  -6.517  2.266  -0.209
C  -5.620  3.578  -0.172
C  -6.240  5.031  -0.164
C  -7.425  5.035  -1.079
C  -8.433  3.916  -0.849
N  -7.843  2.523  -0.865
O  -8.780  1.503  -0.854
C  -9.047  4.198  0.563
C  -9.551  4.143  -1.918
C  -6.699  1.909  1.316
H  -6.182  0.237  -0.936
H  -4.674  1.165  -0.513
H  -5.390  1.482  -1.950
H  -4.919  3.473  0.657
H  -4.770  3.585  -0.855
H  -5.479  5.809  -0.224
H  -6.400  5.079  0.914
H  -7.081  4.812  -2.089
H  -7.776  6.067  -1.060
H  -9.635  5.114  0.505
H  -9.723  3.377  0.802
H  -8.313  4.429  1.336
H  -9.208  4.121  -2.953
H  -10.390  3.473  -1.728
H  -10.150  5.054  -1.911
H  -5.790  1.409  1.651
H  -7.548  1.261  1.531
H  -6.788  2.749  2.004
Cl  -3.558  -4.241  5.938
C  -2.827  -3.152  4.642
C  -3.730  -3.004  3.464
Cl  -3.989  -4.509  2.583
H  -1.881  -3.606  4.350
H  -2.533  -2.237  5.157
H  -3.273  -2.247  2.827
H  -4.729  -2.615  3.657
Cl  -6.756  1.792  -4.237
C  -5.228  2.072  -5.036
C  -3.996  1.427  -4.308
Cl  -2.465  1.703  -5.224
H  -5.014  3.125  -5.220
H  -5.247  1.696  -6.059
H  -4.139  0.348  -4.253
H  -3.809  1.985  -3.391
Cl  1.565  2.310  -7.922
C  1.802  3.343  -6.508
C  1.789  2.593  -5.096
Cl  2.487  3.663  -3.890
H  0.987  4.066  -6.517
H  2.758  3.867  -6.503
H  2.443  1.734  -4.947
H  0.812  2.151  -4.898
Cl  -4.537  -5.666  -2.889
C  -3.849  -4.056  -2.765
C  -4.280  -3.274  -1.485
Cl  -3.853  -1.547  -1.687
H  -3.990  -3.517  -3.702
H  -2.781  -4.248  -2.871
H  -3.599  -3.730  -0.766
H  -5.317  -3.412  -1.179
C  -3.647  1.380  4.657
Cl  -5.054  0.253  4.345
Cl  -2.233  0.580  5.427
Cl  -4.120  2.716  5.675
H  -3.315  1.817  3.716
C  -1.559  5.452  2.432
Cl  -0.665  4.218  3.373
Cl  -2.939  4.838  1.509
Cl  -0.329  6.086  1.247
H  -1.825  6.225  3.153
C  5.991  -0.298  -1.594
Cl  4.791  -1.493  -1.677
Cl  5.275  1.336  -1.454
Cl  7.206  -0.413  -2.881
H  6.497  -0.560  -0.664

Löwdin population analysis, charges in e, atoms 1 to 6: number 1, C, carries -0.05; number 2, C, carries -0.46; number 3, C, carries -0.13; number 4, C, carries -0.13; number 5, C, carries -0.15; number 6, C, carries -0.50

***

# 2
ORCA calculation (ωB97M-V with the def2-TZVPD basis set) on a cluster of 2 separate species, C3H8BrOPS in total in a non-equilibrium geometry.

Summary:
electronic energy: -95452.446 eV
relative energy (zero: lowest compared OMol25 entry of this formula, charge and spin): 3.869 eV
gap between HOMO and LUMO (spin up / spin down): 6.26 / 9.03 eV
LUMO (spin up / spin down): -2.7 / -0.2 eV
spin multiplicity: 1
HOMO energy (spin up / spin down): -9.0 / -9.2 eV

CARTESIAN COORDINATES (ANGSTROEM)
C  -1.871  1.689  -0.606
C  0.955  -3.285  0.479
C  -0.400  1.321  -0.679
O  0.027  0.126  0.015
P  1.214  -0.018  1.064
S  1.135  1.612  2.171
Br  2.990  0.041  -0.303
H  -2.560  0.744  -0.693
H  -2.077  2.068  0.410
H  -2.271  2.492  -1.249
H  0.105  -3.421  1.148
H  0.883  -2.578  -0.414
H  1.747  -4.017  0.709
H  0.183  2.061  -0.224
H  -0.059  1.166  -1.829

Löwdin population analysis, charges in e, atoms 1 to 6: number 1, C, carries -0.09; number 2, C, carries 0.04; number 3, C, carries -0.33; number 4, O, carries -0.55; number 5, P, carries 0.04; number 6, S, carries 0.23

***

# 3
ORCA calculation (ωB97M-V with the def2-TZVPD basis set) on a cluster of 2 separate species, H2N2O3S2 in total in a non-equilibrium geometry.

Summary:
electronic energy: -30822.617 eV
relative energy (zero: lowest compared OMol25 entry of this formula, charge and spin): 0.436 eV
gap between HOMO and LUMO: 10.11 eV
LUMO: -1.1 eV
spin multiplicity: 1
HOMO energy: -11.2 eV

CARTESIAN COORDINATES (ANGSTROEM)
N  -2.010  1.472  0.628
N  2.834  -0.187  -0.849
O  -0.196  2.220  -0.937
O  -0.310  -0.204  -0.478
O  1.478  1.155  0.856
S  -0.746  1.135  -0.223
S  2.823  0.709  0.346
H  -2.434  0.736  1.132
H  2.060  -0.428  -1.412

Löwdin population analysis, charges in e, atoms 1 to 6: number 1, N, carries -0.14; number 2, N, carries -0.27; number 3, O, carries -0.28; number 4, O, carries -0.32; number 5, O, carries -0.58; number 6, S, carries 0.66

***

# 4
ORCA calculation (ωB97M-V with the def2-TZVPD basis set) on a structure of composition C23H39AuO2Si in a non-equilibrium geometry.

Summary:
electronic energy: -40143.174 eV
gap between HOMO and LUMO (spin up / spin down): 7.05 / 5.45 eV
LUMO (spin up / spin down): 0.7 / -1.9 eV
spin multiplicity: 3
HOMO energy (spin up / spin down): -6.3 / -7.3 eV

CARTESIAN COORDINATES (ANGSTROEM)
O  -0.664  0.608  -0.642
C  0.516  0.344  -1.442
C  0.006  1.236  -2.566
H  0.561  -0.717  -1.719
H  1.434  0.689  -0.951
C  -1.189  1.529  -1.631
H  -0.286  0.652  -3.432
H  0.641  2.099  -2.796
C  -2.568  1.034  -2.046
H  -2.550  -0.020  -2.349
H  -2.934  1.647  -2.883
H  -3.261  1.135  -1.201
C  -1.222  2.954  -1.127
H  -0.201  3.315  -0.987
H  -1.756  3.008  -0.180
H  -1.726  3.580  -1.882
Au  -0.015  0.125  2.725
C  0.649  2.808  3.591
C  1.466  1.612  3.508
C  1.860  1.473  2.099
H  1.933  1.082  4.333
C  1.333  2.594  1.398
C  0.583  3.392  2.306
H  0.068  4.320  2.050
H  0.196  3.206  4.496
H  2.574  0.752  1.707
H  1.550  2.847  0.358
C  -2.112  0.502  3.795
C  -2.622  1.679  3.165
C  -2.909  1.380  1.808
H  -2.790  2.645  3.643
C  -2.627  0.020  1.563
C  -2.147  -0.578  2.790
H  -2.113  -1.636  3.015
H  -1.922  0.359  4.856
H  -3.363  2.069  1.093
H  -2.786  -0.508  0.626
O  0.311  -0.412  -4.803
C  -0.270  0.484  -5.807
C  0.046  -0.045  -7.212
H  0.137  1.504  -5.665
H  -1.355  0.524  -5.612
C  1.100  -1.153  -6.982
H  0.392  0.759  -7.864
H  -0.864  -0.458  -7.657
C  0.979  -1.501  -5.490
H  2.102  -0.770  -7.203
H  0.947  -2.028  -7.616
H  1.954  -1.640  -5.006
H  0.378  -2.420  -5.360
C  2.299  -4.118  2.637
Si  1.324  -2.702  3.400
C  -0.178  -3.411  4.291
C  2.431  -1.824  4.650
C  0.829  -1.619  1.938
H  2.632  -4.826  3.406
H  3.191  -3.761  2.108
H  1.691  -4.678  1.915
H  0.190  -4.154  5.013
H  -0.775  -2.680  4.852
H  -0.861  -3.938  3.608
H  3.266  -1.287  4.180
H  1.914  -1.114  5.309
H  2.871  -2.600  5.293
H  1.661  -1.309  1.288
H  0.051  -2.057  1.296

Löwdin population analysis, charges in e, atoms 1 to 6: number 1, O, carries -0.13; number 2, C, carries -0.15; number 3, C, carries -0.08; number 4, H, carries 0.12; number 5, H, carries 0.10; number 6, C, carries -0.56